1.
Computed, not measured: a molecular structure, C4H2CoLiO2, with the ωB97M-V functional and the def2-TZVPD basis.

Output
LUMO energy (spin up / spin down): -5.3 / -6.1 eV
HOMO (spin up / spin down): -12.40 / -12.44 eV
net charge: +1
2S+1: 4
energy relative to the best compared isomer or geometry (same formula, charge and spin): 167.20 kJ/mol
gap between HOMO and LUMO (spin up / spin down): 0.262 / 0.234 Ha
E_tot: -1693.8992 hartree

```
10
Properties=species:S:1:pos:R:3:forces:R:3:nbo_charge:R:1
O 0.274343 -0.839270 -1.708775 0.08 -0.18 0.15 -0.856
C 0.458864 0.561869 -1.932212 -0.67 -0.04 -1.09 -0.001
C 0.386309 1.337866 -0.879030 -0.14 -0.93 2.82 -0.448
C 0.333575 0.387368 0.745946 2.69 -1.31 -2.66 -0.747
C -0.501653 0.598364 1.711620 -4.78 1.32 -2.11 0.568
O -1.672896 0.822142 1.888065 2.14 -0.34 1.89 -0.470
Li -1.685975 0.480958 -0.883041 0.30 0.17 0.05 0.958
H 0.270423 -1.314405 -2.547447 0.15 0.24 -0.14 0.541
H 0.416617 2.422535 -0.802033 0.24 -0.42 0.17 0.269
Co 0.791808 -1.448952 0.121466 0.00 1.49 0.90 1.187
```
Positions in Å, forces in eV/Å.

=====

2.
Computed, not measured: a molecular structure, C4H2CuO2, with the ωB97M-V functional and the def2-TZVPD basis.

Output
LUMO energy (spin up / spin down): -11.9 / -14.9 eV
HOMO (spin up / spin down): -20.40 / -20.34 eV
net charge: +2
2S+1: 2
energy relative to the best compared isomer or geometry (same formula, charge and spin): 87.83 kJ/mol
gap between HOMO and LUMO (spin up / spin down): 0.311 / 0.200 Ha
E_tot: -1943.6028 hartree

```
9
Properties=species:S:1:pos:R:3:forces:R:3:nbo_charge:R:1
O -2.613727 1.144814 0.058092 -0.23 0.30 -0.02 0.069
C -2.227587 0.047337 0.286422 1.77 -1.12 -0.64 0.449
H -2.642210 -0.638173 1.050980 -0.64 0.11 0.18 0.355
C -0.974107 -0.567215 -0.404935 -2.04 -1.27 0.62 -0.553
C 0.157139 0.009502 -0.349791 1.38 2.52 -0.05 0.200
H -0.983251 -1.664914 -0.599093 -0.23 0.41 -0.06 0.400
C 4.303817 -0.152257 0.180801 0.44 -0.23 0.07 0.741
O 3.354109 0.458457 0.055700 0.42 0.14 0.03 -0.722
Cu 1.625816 1.362448 -0.278173 -0.87 -0.85 -0.14 1.060
```
Positions in Å, forces in eV/Å.

=====

3.
Computed, not measured: 2 unconnected molecules or ions with the total composition C4H2F2O, with the ωB97M-V functional and the def2-TZVPD basis.

Output
LUMO energy: -1.0 eV
HOMO: -10.55 eV
net charge: 0
energy relative to the best compared isomer or geometry (same formula, charge and spin): 594.80 kJ/mol
gap between HOMO and LUMO: 0.350 Ha
E_tot: -428.3273 hartree

```
9
Properties=species:S:1:pos:R:3:forces:R:3:nbo_charge:R:1
C 0.072191 -2.013646 -1.971464 -0.21 -0.60 -1.00 0.295
C 0.257574 -1.377761 -0.895458 -0.89 -0.39 -0.86 -0.605
C 0.216485 -0.186018 -0.000830 4.98 0.67 -1.61 0.165
C 0.539618 -1.570565 0.510902 0.19 1.34 1.79 0.707
O -0.831458 0.630596 0.165239 -2.63 -0.59 -1.24 -0.670
F -0.280349 -2.258702 1.324361 0.23 0.29 -0.63 -0.292
F 1.814797 -1.794116 0.847360 -0.06 -0.34 0.10 -0.299
H 1.537503 0.366101 -0.429759 -4.13 -1.08 1.82 0.189
H -1.644895 0.352272 -0.424733 2.51 0.70 1.62 0.509
```
Positions in Å, forces in eV/Å.

=====

4.
Computed, not measured: 2 unconnected molecules or ions with the total composition C4H2F2O6, with the ωB97M-V functional and the def2-TZVPD basis.

Output
LUMO energy: 6.3 eV
HOMO: 0.65 eV
net charge: -2
energy relative to the best compared isomer or geometry (same formula, charge and spin): 126.38 kJ/mol
gap between HOMO and LUMO: 0.208 Ha
E_tot: -804.8127 hartree

```
14
Properties=species:S:1:pos:R:3:forces:R:3:nbo_charge:R:1
C 3.085274 0.289118 0.191726 1.22 1.22 -0.50 0.628
C -2.709524 -0.574336 -0.052271 0.93 1.81 -0.62 0.540
C 1.653830 -0.170784 0.238189 -2.30 -2.53 2.65 0.657
C -2.188188 0.696341 -0.275908 -1.59 0.73 -1.36 0.294
O 3.380950 0.727643 -0.960363 0.09 0.01 -0.58 -0.787
O -3.729295 -0.996011 -0.652915 0.52 -0.63 0.99 -0.773
O 3.809359 0.224547 1.168000 0.40 -0.24 1.03 -0.691
O -1.894079 -1.409232 0.661747 -1.23 -2.56 0.30 -0.770
O 1.085378 -0.566546 1.266860 0.65 0.85 -1.75 -0.637
O 1.165145 -0.298925 -0.981561 -0.12 0.34 0.57 -0.663
F -3.179840 1.595556 -0.784706 0.75 -0.07 0.33 -0.427
F -1.330898 1.472044 0.455972 -0.08 -0.47 0.54 -0.377
H -1.100171 -1.145186 1.117003 0.58 1.31 -0.31 0.512
H 1.952054 0.155776 -1.391776 0.18 0.22 -1.30 0.496
```
Positions in Å, forces in eV/Å.

=====

5.
Computed, not measured: C4H2F2OS in the gas phase, with the ωB97M-V functional and the def2-TZVPD basis.

Output
LUMO energy: -1.3 eV
HOMO: -8.94 eV
net charge: 0
energy relative to the best compared isomer or geometry (same formula, charge and spin): 125.88 kJ/mol
gap between HOMO and LUMO: 0.282 Ha
E_tot: -826.6844 hartree

```
10
Properties=species:S:1:pos:R:3:forces:R:3:nbo_charge:R:1
O -0.036296 -2.014226 0.937556 1.84 -0.56 -0.58 -0.484
C 0.523785 -1.286157 0.140381 -2.18 -1.99 0.77 0.383
C -0.097066 -0.018914 -0.100331 -0.63 1.87 -0.06 -0.373
C -1.301839 0.507838 0.571095 -2.09 -1.32 1.22 -0.272
S -2.591268 -0.429854 1.146028 2.37 1.73 -1.23 0.116
C 0.761087 0.712806 -0.782495 1.67 4.16 -0.42 0.851
F 1.902495 0.261182 -1.280198 -0.57 0.68 -0.23 -0.285
F 0.793783 2.098724 -0.910919 -0.63 -2.80 0.01 -0.309
H 1.398247 -1.416472 -0.522936 -0.02 -1.26 0.97 0.152
H -1.352928 1.585073 0.801820 0.25 -0.50 -0.44 0.222
```
Positions in Å, forces in eV/Å.

=====

6.
Computed, not measured: C4H2F2S2 in the gas phase, with the ωB97M-V functional and the def2-TZVPD basis.

Output
LUMO energy: -2.1 eV
HOMO: -9.20 eV
net charge: 0
energy relative to the best compared isomer or geometry (same formula, charge and spin): 1.13 kJ/mol
gap between HOMO and LUMO: 0.260 Ha
E_tot: -1149.6489 hartree

```
10
Properties=species:S:1:pos:R:3:forces:R:3:nbo_charge:R:1
F -0.852422 2.832985 0.018715 -0.09 0.07 0.21 -0.282
C -0.120954 1.798152 0.350506 0.58 1.86 0.70 0.869
F 0.902633 2.192988 1.081416 -0.57 -0.37 -0.63 -0.270
C -0.419753 0.581178 -0.029130 0.66 -0.02 -0.02 -0.479
C 0.439482 -0.514379 0.148854 0.89 -2.62 1.54 -0.182
S 1.761241 -0.769060 1.124398 -0.39 1.03 -0.48 0.078
C 0.021792 -1.814578 -0.440545 -0.63 -1.27 -1.85 -0.295
S -1.033068 -2.061391 -1.717982 1.42 0.48 1.95 0.065
H -1.322016 0.415415 -0.539703 -0.95 0.01 -0.79 0.265
H 0.623065 -2.661309 0.003472 -0.93 0.83 -0.64 0.231
```
Positions in Å, forces in eV/Å.